(1)
Below is the molecule C19H18ClN3O4, with properties calculated with ωB97M-V/def2-TZVPD.

XYZ file:
```
45
Properties=species:S:1:pos:R:3:forces:R:3
C -1.9087 -1.3824 -2.4494 -0.1 -0.1 0.1
C -0.8565 -0.3355 -2.2628 -0.6 -0.2 0.5
N -0.8322 0.5639 -1.3572 0.8 0.3 -0.2
N -1.7457 0.7009 -0.3541 -0.5 0.4 -0.3
C -2.2402 -0.2353 0.4884 -0.3 -0.2 0.4
O -2.0446 -1.4336 0.4272 0.0 0.0 0.1
C -3.0123 0.4017 1.6579 0.1 0.1 -0.3
N -2.0433 0.8135 2.6532 -0.2 -0.3 0.3
C -1.3128 1.9286 2.4890 0.0 -0.2 0.5
O -1.5701 2.7831 1.6607 0.0 0.3 -0.2
C -0.0904 2.0480 3.4127 0.3 0.5 -0.5
C 1.1078 2.4403 2.5361 -0.1 0.4 0.4
O 1.3242 1.4632 1.5456 -0.1 -0.4 -0.2
C 1.2284 0.1753 2.0013 0.1 0.0 0.1
C 1.6509 -0.8554 1.1702 -0.1 0.2 0.1
C 1.5850 -2.1662 1.5973 0.1 0.0 0.0
C 1.1119 -2.4641 2.8652 0.0 0.0 0.0
C 0.6677 -1.4505 3.6915 0.0 0.2 0.0
C 0.7104 -0.1314 3.2605 0.1 0.0 -0.1
O 0.1883 0.8466 4.0934 0.1 -0.3 0.0
C 0.2716 -0.2596 -3.2051 0.5 0.1 -0.3
C 0.1773 -0.7062 -4.5219 0.0 0.0 0.2
C 1.2575 -0.6171 -5.3798 0.2 0.0 -0.1
C 2.4506 -0.0797 -4.9246 -0.3 0.0 0.1
Cl 3.8058 0.0172 -5.9915 0.2 0.0 -0.1
C 2.5637 0.3879 -3.6235 0.0 0.0 -0.1
C 1.4778 0.2998 -2.7773 -0.1 -0.1 -0.1
H -2.0112 -1.9649 -1.5331 0.0 0.0 -0.1
H -1.6737 -2.0542 -3.2675 0.0 0.0 -0.1
H -2.8709 -0.9024 -2.6346 -0.1 0.0 0.0
H -1.7603 1.6659 -0.0222 -0.1 -0.3 0.0
H -3.6816 -0.3382 2.0953 0.1 0.1 -0.1
H -3.5726 1.2798 1.3298 0.0 -0.1 0.1
H -1.7254 0.1136 3.3075 0.1 0.1 -0.1
H -0.2739 2.8091 4.1771 0.0 -0.1 -0.2
H 1.9975 2.5420 3.1722 -0.1 0.0 -0.1
H 0.9096 3.3755 2.0113 0.0 -0.1 0.1
H 2.0245 -0.6017 0.1917 0.1 0.0 -0.1
H 1.9084 -2.9571 0.9393 0.0 -0.1 -0.1
H 1.0716 -3.4866 3.2057 0.0 -0.1 0.0
H 0.2763 -1.6555 4.6760 -0.1 0.0 0.1
H -0.7510 -1.1034 -4.9025 -0.1 -0.1 0.0
H 1.1753 -0.9606 -6.3992 0.0 0.0 -0.1
H 3.4939 0.8149 -3.2828 0.1 0.0 0.0
H 1.5412 0.6710 -1.7668 0.0 0.0 0.1
```
Forces are in eV/Å.

The SMILES is C/C(=N\NC(=O)CNC(=O)[C@@H]1COc2ccccc2O1)c1ccc(Cl)cc1. The calculation puts the gap between HOMO and LUMO at 0.335 Ha. Its total charge is 0.

In elementary charge units, the Mulliken charges are:
1 C -1.578
2 C 1.005
3 N -0.723
4 N 0.049
5 C 0.636
6 O -0.649
7 C -0.977
8 N -0.120
9 C 0.326
10 O -0.736
11 C 0.228
12 C -0.694
13 O -0.435
14 C 0.566
15 C -0.288
16 C -0.620
17 C -0.489
18 C -0.550
19 C 0.251
20 O -0.553
21 C 0.382
22 C -0.462
23 C -0.834
24 C 0.425
25 Cl -0.218
26 C -0.979
27 C -0.151
28 H 0.357
29 H 0.423
30 H 0.351
31 H 0.412
32 H 0.425
33 H 0.318
34 H 0.319
35 H 0.389
36 H 0.318
37 H 0.459
38 H 0.363
39 H 0.418
40 H 0.388
41 H 0.473
42 H 0.381
43 H 0.412
44 H 0.424
45 H 0.562

---

(2)
Below is a structure of composition C19H18CoN4O2SSe, with properties calculated with ωB97M-V/def2-TZVPD.

XYZ file:
```
46
Properties=species:S:1:pos:R:3:forces:R:3
Co 1.9648 -0.0712 -1.3579 0.6 0.1 0.0
N 2.2947 1.1951 2.5348 0.1 0.0 0.3
C 2.2481 -0.1352 2.9423 0.0 0.3 0.1
C 2.4281 -0.7483 4.1776 0.0 0.0 0.0
C 2.3219 -2.1249 4.1982 0.0 -0.1 -0.1
C 2.0498 -2.8645 3.0305 0.0 0.0 0.1
C 1.8672 -2.2444 1.8122 0.0 -0.1 0.0
C 1.9667 -0.8555 1.7867 -0.1 -0.1 -0.3
N 1.8406 0.0267 0.7196 0.1 -0.3 0.0
C 2.0556 1.2165 1.2060 0.0 0.3 -0.1
C 2.0740 2.3812 0.3206 -0.1 -0.6 -0.1
C 2.3447 3.6769 0.5847 0.1 0.4 0.2
S 2.2935 4.5726 -0.8643 0.0 0.2 -0.1
C 1.9115 3.1592 -1.7369 0.0 0.0 -0.1
N 1.8241 2.0938 -1.0057 0.1 0.0 0.3
H 2.5074 1.9902 3.1103 0.0 0.0 0.0
H 2.6426 -0.1836 5.0771 0.0 0.0 -0.1
H 2.4571 -2.6499 5.1364 0.0 0.0 -0.1
H 1.9887 -3.9438 3.0941 0.0 0.1 0.0
H 1.6730 -2.7983 0.9005 0.0 0.0 0.1
H 2.5740 4.1487 1.5302 0.0 -0.1 -0.1
H 1.7475 3.1694 -2.8093 0.0 0.0 0.2
O 4.1388 0.4972 -1.4531 0.0 0.2 0.0
N 4.4991 -0.6972 -1.4524 -0.4 -0.1 0.0
O 3.5133 -1.4797 -1.4327 0.2 -0.2 0.0
C -5.5762 0.0734 -0.5146 0.1 0.0 0.0
C -4.1498 -0.1300 -0.9704 -0.1 0.1 0.0
C -3.4103 0.9066 -1.5210 0.0 0.1 0.0
C -2.1032 0.7242 -1.9750 -0.1 0.0 0.0
C -1.3695 1.9021 -2.5623 0.0 -0.1 0.0
C -1.5133 -0.5424 -1.8739 0.0 0.0 0.1
Se 0.2290 -0.9089 -2.6162 -0.5 -0.2 -0.4
C -2.2367 -1.6008 -1.2987 0.0 -0.1 0.0
C -1.6659 -2.9915 -1.1465 -0.1 0.1 -0.1
C -3.5396 -1.3715 -0.8636 0.0 -0.1 0.1
H -5.8548 1.1278 -0.5481 0.0 0.0 0.0
H -5.7220 -0.2831 0.5090 0.0 0.0 -0.1
H -6.2724 -0.4767 -1.1520 0.0 0.0 0.0
H -3.8625 1.8929 -1.6083 0.1 -0.1 0.0
H -1.9971 2.7950 -2.5377 0.0 0.0 0.0
H -1.0727 1.7062 -3.5956 0.0 0.0 0.0
H -0.4544 2.1006 -2.0035 -0.1 0.0 0.0
H -0.6119 -2.9624 -0.8822 0.0 0.0 0.0
H -1.7361 -3.5482 -2.0853 0.0 0.0 0.0
H -2.2134 -3.5458 -0.3814 0.0 0.0 -0.1
H -4.0941 -2.1985 -0.4222 0.1 0.1 0.0
```
Forces are in eV/Å.

The spin multiplicity is 4. The calculation puts the gap between HOMO and LUMO (alpha / beta) at 0.253 / 0.258 Ha. Its total charge is 0.

In elementary charge units, the Mulliken charges are:
1 Co 0.028
2 N -0.027
3 C 0.634
4 C -1.151
5 C -0.378
6 C -0.633
7 C -0.703
8 C 0.541
9 N 0.282
10 C 0.277
11 C -0.214
12 C -0.215
13 S -0.147
14 C -0.244
15 N 0.244
16 H 0.202
17 H 0.391
18 H 0.378
19 H 0.403
20 H 0.387
21 H 0.369
22 H 0.447
23 O -0.382
24 N 0.269
25 O -0.381
26 C -1.425
27 C 0.489
28 C -1.076
29 C 1.138
30 C -1.038
31 C 0.231
32 Se -0.292
33 C 1.029
34 C -1.526
35 C -0.855
36 H 0.336
37 H 0.343
38 H 0.311
39 H 0.219
40 H 0.390
41 H 0.386
42 H -0.251
43 H 0.180
44 H 0.297
45 H 0.394
46 H 0.342

---

(3)
Below is a structure of composition C19H18F5MoNO4SSbSe2Te2 in a non-equilibrium geometry, with properties calculated with ωB97M-V/def2-TZVPD.

XYZ file:
```
54
Properties=species:S:1:pos:R:3:forces:R:3
Mo -0.3028 1.4647 1.8072 -0.2 0.6 1.6
O -6.1064 -2.4793 0.4316 0.5 -0.1 0.7
C -5.2134 -2.7490 1.2708 -0.1 -0.7 -0.4
O -5.0529 -3.7280 2.0379 -0.3 0.7 -0.4
C -4.0404 -1.7374 1.2995 -0.2 0.1 0.1
C -4.1065 -0.5411 0.5990 -0.1 0.0 -0.1
C -3.0708 0.3672 0.6719 0.4 -0.2 0.3
N -1.9622 0.1218 1.3973 -0.9 -0.6 -0.1
C -1.8917 -1.0567 2.0563 0.1 0.6 -0.1
C -2.8919 -1.9952 2.0358 0.1 -0.2 0.1
C -0.5758 -1.1675 2.7702 0.0 0.2 -0.2
O 0.0807 -2.1838 2.7527 0.0 0.3 0.5
O -0.1722 0.0245 3.2421 0.1 -0.6 -1.2
H -4.9922 -0.3397 0.0101 0.0 0.0 0.0
H -3.1042 1.3180 0.1650 0.0 0.2 -0.1
H -2.8083 -2.9248 2.5850 0.0 0.0 0.0
F -1.6739 1.3373 -5.6806 0.0 -0.1 -0.3
C -1.4412 1.6538 -4.4128 0.0 0.0 -0.2
C -1.1257 0.6807 -3.4963 0.0 0.0 0.0
F -1.0443 -0.5895 -3.8798 0.0 -0.2 0.0
C -0.8826 1.0282 -2.1827 -0.1 0.4 -0.3
F -0.5680 0.0370 -1.3696 -0.1 -0.2 0.7
C -0.9339 2.3354 -1.7225 0.0 0.1 0.2
S -0.6147 2.9208 -0.0880 0.1 -0.3 -0.5
C -1.2532 3.2887 -2.6849 -0.1 0.3 0.0
F -1.3261 4.5787 -2.3482 0.0 0.0 0.0
C -1.5041 2.9642 -4.0012 0.0 0.3 0.0
F -1.8046 3.9175 -4.8835 0.0 0.1 -0.1
Se -2.0623 2.6949 3.1166 0.4 -0.3 -0.4
Te -1.1715 5.0230 3.3964 0.2 0.1 0.1
Te 1.1850 4.2524 4.4282 -0.2 0.2 0.0
Se 1.6951 2.6027 2.5683 -0.1 -0.2 0.1
C 0.9019 -2.1552 -1.7438 0.1 -0.3 0.1
C 1.5958 -2.1429 -0.3747 -0.3 0.0 -0.2
Sb 1.6101 -0.2478 0.6095 0.4 0.5 -0.1
C 3.1784 -0.5487 2.0311 0.1 -0.4 -0.1
C 3.9303 -1.8761 1.9081 0.0 0.1 0.1
C 2.6880 0.8996 -0.8433 0.2 -0.3 -0.2
C 4.0125 0.2658 -1.2991 -0.2 0.1 0.0
H 1.0503 -3.1235 -2.2323 0.0 0.1 0.1
H 1.2994 -1.3864 -2.4156 0.0 -0.1 0.1
H -0.1727 -1.9940 -1.6571 0.2 -0.2 0.0
H 2.6517 -2.4046 -0.4633 -0.1 0.0 0.0
H 1.1295 -2.8351 0.3266 0.0 -0.1 -0.1
H 2.6915 -0.4647 2.9969 0.0 0.0 0.2
H 3.8429 0.3057 1.9242 0.1 0.1 0.0
H 3.2537 -2.7262 2.0240 0.0 0.1 0.0
H 4.6936 -1.9541 2.6881 0.0 0.0 0.0
H 4.4378 -1.9787 0.9448 0.0 0.0 0.1
H 2.8455 1.8661 -0.3672 0.1 0.1 0.0
H 2.0191 1.0735 -1.6910 0.0 0.0 0.0
H 4.6939 0.1118 -0.4567 -0.1 0.0 0.0
H 4.5294 0.9028 -2.0235 0.0 0.0 0.0
H 3.8548 -0.7069 -1.7774 0.0 0.1 0.1
```
Forces are in eV/Å.

The calculation puts the gap between HOMO and LUMO (alpha / beta) at 0.209 / 0.209 Ha. Its total charge is -1.

In elementary charge units, the Mulliken charges are:
1 Mo 0.114
2 O -0.726
3 C 0.403
4 O -0.722
5 C 0.257
6 C -1.008
7 C -0.685
8 N 0.677
9 C 1.030
10 C -0.726
11 C -0.236
12 O -0.549
13 O -0.747
14 H 0.483
15 H 0.765
16 H 0.601
17 F -0.309
18 C 0.590
19 C -0.199
20 F -0.307
21 C -0.778
22 F -0.158
23 C 0.897
24 S -0.017
25 C 0.152
26 F -0.325
27 C 0.315
28 F -0.302
29 Se -0.227
30 Te -0.140
31 Te -0.162
32 Se -0.212
33 C -1.153
34 C -0.769
35 Sb 1.296
36 C -0.755
37 C -1.207
38 C -0.462
39 C -1.138
40 H 0.471
41 H 0.233
42 H 0.240
43 H 0.419
44 H 0.514
45 H 0.438
46 H 0.573
47 H 0.317
48 H 0.339
49 H 0.293
50 H 0.495
51 H 0.184
52 H 0.256
53 H 0.406
54 H 0.261

---

(4)
Below is a structure of composition C19H18F5N3O4OsS, with properties calculated with ωB97M-V/def2-TZVPD.

XYZ file:
```
51
Properties=species:S:1:pos:R:3:forces:R:3
Os -1.8532 1.4897 1.2974 0.2 -0.1 0.1
C -3.6856 0.8919 2.6854 0.0 0.0 0.0
C -4.0360 1.9272 1.7723 -0.2 0.1 0.2
C -3.2728 3.0912 2.0907 0.0 0.0 -0.1
C -2.3807 2.7426 3.1396 0.1 0.0 -0.1
C -2.6248 1.3708 3.4889 0.1 0.0 -0.1
H -4.1110 -0.1000 2.7156 0.0 0.0 0.0
H -4.8228 1.8754 1.0360 0.0 0.0 0.0
H -3.3586 4.0548 1.6129 0.0 0.0 0.0
H -1.6687 3.3976 3.6185 0.0 0.0 0.0
H -2.1303 0.8277 4.2792 0.0 0.0 0.0
C 3.4794 -2.0865 -3.0275 0.0 -0.1 0.1
C 2.1987 -1.8257 -2.2527 0.0 0.1 0.0
S 2.0001 -2.8463 -0.8040 0.1 0.1 -0.2
O 0.7302 -2.4728 -0.2096 -0.1 0.0 0.1
O 2.2575 -4.2032 -1.1678 0.0 -0.1 0.1
C 3.2997 -2.3101 0.3241 0.1 0.0 0.0
C 2.8282 -1.5016 1.5274 -0.2 0.0 -0.1
N 1.9456 -0.3562 1.2015 -0.1 0.2 0.4
C 0.6708 -0.2670 1.6116 0.1 -0.1 -0.1
N 0.1057 0.8463 1.1083 -0.1 0.1 0.0
C 1.0591 1.4920 0.3519 0.2 0.0 0.1
C 2.1926 0.7613 0.4267 -0.1 0.0 -0.1
N 3.4665 1.1097 -0.1623 0.0 -0.1 0.0
O 3.4416 2.0181 -0.9573 0.0 0.0 0.0
O 4.4343 0.4673 0.1874 0.0 0.0 0.0
C -0.0209 -1.2227 2.5074 0.1 0.0 0.0
H 3.4277 -1.5936 -3.9969 0.0 0.0 0.0
H 3.6116 -3.1548 -3.1885 0.0 0.0 0.0
H 4.3571 -1.7014 -2.5084 0.0 0.0 0.0
H 1.3141 -2.0722 -2.8455 0.0 -0.1 0.0
H 2.1027 -0.7863 -1.9293 0.0 0.0 0.0
H 4.0520 -1.7943 -0.2679 0.0 0.1 0.0
H 3.7705 -3.2179 0.7037 -0.1 -0.1 -0.1
H 3.6821 -1.1368 2.0938 0.0 0.0 -0.1
H 2.2241 -2.1332 2.1711 0.1 0.0 0.1
H 0.8986 2.4295 -0.1513 0.0 0.0 0.0
H 0.3726 -1.1374 3.5227 0.0 -0.1 0.0
H 0.1010 -2.2403 2.1455 0.0 -0.1 0.0
H -1.0841 -0.9894 2.5303 0.0 0.0 0.0
F -2.8755 3.4307 -1.1984 0.0 0.0 0.0
C -2.7065 2.2013 -1.6036 0.0 0.1 0.0
C -2.2876 1.2144 -0.7356 0.0 0.1 0.0
C -2.1805 -0.0153 -1.3610 0.1 -0.2 0.0
F -1.7940 -1.0672 -0.6941 -0.1 0.0 0.0
C -2.4538 -0.2709 -2.7573 0.0 0.1 0.0
F -2.2863 -1.4760 -3.1913 0.0 0.0 -0.1
C -2.8739 0.7515 -3.5892 0.0 0.0 0.2
F -3.1301 0.5569 -4.8534 0.0 0.0 0.0
C -3.0020 2.0038 -3.0060 0.0 -0.1 0.0
F -3.3841 3.0272 -3.6908 0.0 0.0 -0.1
```
Forces are in eV/Å.

The spin multiplicity is 5. The calculation puts the gap between HOMO and LUMO (alpha / beta) at 0.300 / 0.195 Ha. Its total charge is +2.

In elementary charge units, the Mulliken charges are:
1 Os 0.909
2 C -0.310
3 C -0.557
4 C -0.499
5 C -0.557
6 C -0.480
7 H 0.438
8 H 0.589
9 H 0.469
10 H 0.518
11 H 0.549
12 C -1.287
13 C -0.192
14 S 1.138
15 O -0.540
16 O -0.682
17 C -0.806
18 C -1.010
19 N 0.362
20 C 1.112
21 N -0.505
22 C -0.507
23 C -0.339
24 N 1.148
25 O -0.571
26 O -0.578
27 C -1.571
28 H 0.402
29 H 0.344
30 H 0.346
31 H 0.395
32 H 0.195
33 H 0.472
34 H 0.491
35 H 0.378
36 H 0.474
37 H 0.633
38 H 0.343
39 H 0.523
40 H 0.195
41 F -0.248
42 C 0.893
43 C -0.973
44 C 0.847
45 F -0.231
46 C 0.022
47 F -0.212
48 C 0.767
49 F -0.211
50 C 0.093
51 F -0.180

---

(5)
Below is the molecule C19H18FN3O3 in a non-equilibrium geometry, with properties calculated with ωB97M-V/def2-TZVPD.

XYZ file:
```
44
Properties=species:S:1:pos:R:3:forces:R:3
O -0.8314 -0.3665 2.5202 0.0 0.1 0.2
C -0.4878 -0.8436 1.4526 0.2 0.0 0.3
C 0.6877 -0.3178 0.7053 0.2 0.4 0.3
C 1.8146 -0.0134 1.3392 -0.6 -0.3 0.1
C 3.0000 0.6169 0.7520 0.2 -0.1 -0.4
C 3.4315 1.8172 1.3222 0.1 -0.1 -0.1
C 4.5481 2.4813 0.8567 0.0 0.0 0.0
C 5.3021 1.9409 -0.1765 -0.1 0.0 0.0
C 4.9267 0.7351 -0.7280 -0.1 -0.2 -0.1
C 3.7776 0.0833 -0.2829 0.4 1.2 0.6
N 3.4996 -1.1891 -0.8921 -0.1 -0.6 -0.3
O 2.3435 -1.5243 -1.0615 0.0 0.0 -0.2
O 4.4559 -1.8609 -1.2165 0.2 -0.2 -0.1
N -1.1438 -1.8794 0.8784 -0.2 -0.3 0.0
C -2.4806 -2.2111 1.3182 -0.1 0.1 0.2
C -3.4471 -1.9442 0.1331 0.0 0.0 0.0
N -2.8147 -1.1397 -0.8894 -0.2 -0.4 -0.2
C -2.6982 0.2370 -0.7175 -0.1 0.4 0.0
C -3.1428 0.8950 0.4338 0.1 -0.2 -0.1
C -3.0449 2.2672 0.5575 0.1 0.4 -0.2
C -2.5005 3.0040 -0.4751 -0.1 -0.1 0.0
F -2.3873 4.3484 -0.3517 0.0 -0.1 0.0
C -2.0770 2.3930 -1.6400 0.0 0.2 0.2
C -2.1858 1.0228 -1.7581 0.0 -0.1 0.1
C -1.7187 -1.8705 -1.4959 0.1 -0.1 -0.1
C -0.8103 -2.4788 -0.3904 0.1 0.0 -0.2
H 0.5499 -0.1105 -0.3444 0.1 -0.1 -0.1
H 1.8651 -0.1747 2.4100 -0.1 0.0 0.1
H 2.8554 2.2300 2.1365 -0.1 0.0 0.1
H 4.8399 3.4184 1.3055 0.0 0.1 0.0
H 6.1802 2.4517 -0.5387 0.1 0.0 0.0
H 5.5066 0.2764 -1.5148 0.0 0.0 0.0
H -2.5231 -3.2613 1.6248 0.0 0.1 0.0
H -2.7007 -1.5840 2.1834 0.0 -0.1 -0.1
H -4.3637 -1.4597 0.4677 0.0 -0.1 0.0
H -3.7237 -2.8908 -0.3415 -0.1 0.1 0.0
H -3.5538 0.3462 1.2635 0.0 -0.1 0.1
H -3.3758 2.7624 1.4563 0.0 0.1 0.1
H -1.6754 2.9880 -2.4452 0.0 0.1 -0.1
H -1.8842 0.5640 -2.6869 0.0 -0.1 -0.1
H -2.1324 -2.6661 -2.1245 0.1 0.0 0.0
H -1.1334 -1.2085 -2.1284 0.0 0.0 0.0
H 0.2437 -2.3296 -0.6175 -0.1 -0.1 0.0
H -0.9912 -3.5548 -0.2993 0.1 0.0 0.0
```
Forces are in eV/Å.

The SMILES is O=C(/C=C/c1ccccc1[N+](=O)[O-])N1CCN(c2ccc(F)cc2)CC1. The calculation puts the gap between HOMO and LUMO at 0.266 Ha. Its total charge is 0.

In elementary charge units, the Mulliken charges are:
1 O -0.707
2 C 0.336
3 C -0.071
4 C -0.951
5 C 0.509
6 C -0.513
7 C -0.583
8 C -0.538
9 C -0.553
10 C 0.218
11 N 0.878
12 O -0.560
13 O -0.585
14 N 0.094
15 C -0.932
16 C -0.809
17 N -0.050
18 C 0.646
19 C 0.059
20 C -0.880
21 C 0.276
22 F -0.350
23 C -0.811
24 C -0.316
25 C -0.918
26 C -0.493
27 H 0.877
28 H 0.477
29 H 0.499
30 H 0.396
31 H 0.387
32 H 0.444
33 H 0.370
34 H 0.447
35 H 0.457
36 H 0.360
37 H 0.233
38 H 0.421
39 H 0.440
40 H 0.465
41 H 0.392
42 H 0.367
43 H 0.288
44 H 0.282

---

Short version: ΔE to the lowest compared entry with this formula, charge and spin = 2.120 0.000 1.227 0.000 4.608 eV, in the order given.
Short version: M = 387.82 504.34 1082.23 669.66 355.37 g/mol, in the order given.
Short version: energy = -1660.251617 -5286.715554 -7635.539574 -2187.388211 -1224.565607 hartree, in the order given.